Formula: C4H16O4
Source: OMol25
Level of theory: the ωB97M-V functional and the def2-TZVPD basis

Computed properties:
Expectation value of S²: 0.7556
LUMO level (alpha / beta) in eV: -3.06 / -10.36
Relative energy (zero: lowest compared OMol25 entry of this formula, charge and spin) in kJ/mol: 369.9

ORCA input file:
```
! wB97M-V def2-TZVPD RIJCOSX def2/J DEFGRID3
* xyz 1 2
C -4.61 14.23 15.46
O -5.30 14.53 16.65
H -3.61 14.55 15.75
H -4.58 13.16 15.27
H -5.12 14.81 14.69
H -4.70 14.67 17.38
C -2.52 14.28 12.15
O -1.24 14.36 12.68
H -2.68 13.36 11.59
H -3.20 14.29 13.00
H -2.80 15.23 11.69
H -0.79 15.13 12.33
C -0.76 10.59 12.83
O -0.89 9.71 13.95
H -0.73 10.04 11.90
H -1.63 11.25 12.87
H 0.08 11.27 12.95
H -1.83 9.67 14.13
C -4.14 11.58 9.80
O -4.67 12.82 10.44
H -3.14 11.79 9.41
H -3.94 10.94 10.65
H -4.81 11.23 9.01
H -4.85 13.41 9.70
*
```